Record 1
{"formula": "CH4F4NP2S2", "method": "ωB97M-V/def2-TZVPD", "symbols": ["H", "P", "H", "F", "S", "N", "F", "H", "P", "C", "F", "S", "H", "F"], "coordinates": [[-1.6736, 0.6638, 0.2639], [5.5315, 0.3062, -0.6146], [0.9963, -2.5722, 0.1642], [2.5635, -0.7027, 1.0615], [0.5879, -1.7075, -0.8967], [-0.7506, 0.9354, -0.0692], [1.7385, 0.7267, -1.9298], [-0.6104, 1.7223, -0.8124], [2.0400, -0.0512, -0.4593], [0.3245, 0.1882, 0.1757], [3.4082, -0.8079, -1.0617], [5.4799, -0.0646, 1.2289], [0.2507, -0.4404, 1.1795], [2.9417, 1.1672, 0.0541]], "total_charge": 1, "gap_ev": 6.7, "e_above_lowest_kcal_mol": 19.9, "e_homo_ev": -13.3}

***

Record 2
{"formula": "C2H3IN2", "method": "ωB97M-V/def2-TZVPD", "symbols": ["N", "C", "H", "H", "C", "H", "N", "I"], "coordinates": [[-0.8925, -0.5064, 0.6352], [-0.1453, 0.6494, 1.8826], [-0.0054, -0.5291, -2.3595], [-1.1080, 1.1055, 1.9444], [0.3515, -0.6975, -1.3934], [1.1018, -1.3901, -1.3580], [-0.3018, -0.7493, -0.3144], [0.9997, 2.1174, 0.9630]], "multiplicity": 3, "gap_ev": [6.8, 7.3], "e_above_lowest_kcal_mol": 79.1, "e_homo_ev": [-6.4, -9.2]}

***

Record 3
{"formula": "C29H38HgNO3P2Si", "method": "ωB97M-V/def2-TZVPD", "symbols": ["C", "H", "C", "O", "H", "C", "H", "C", "C", "C", "H", "C", "H", "H", "C", "H", "H", "H", "C", "H", "H", "C", "H", "C", "O", "H", "C", "C", "P", "C", "H", "O", "C", "C", "H", "C", "C", "H", "P", "H", "Si", "H", "H", "N", "H", "H", "H", "C", "H", "C", "H", "C", "H", "C", "H", "H", "H", "C", "C", "H", "H", "H", "H", "C", "H", "H", "C", "H", "H", "H", "C", "C", "Hg", "H", "C"], "coordinates": [[3.3508, 2.3317, 2.5431], [3.1905, -0.7333, -2.0978], [2.4883, 1.3610, 2.0124], [-4.2970, 4.3401, -0.0212], [1.7674, 3.7752, -1.2726], [4.7181, 2.2909, 2.2481], [0.9968, -1.5821, 5.3851], [4.3466, 0.3232, 0.8697], [4.1977, -3.9958, -2.1752], [0.8001, -1.9673, 4.3913], [2.0286, -0.4777, 3.4690], [-2.7029, 0.2141, -2.8700], [0.1235, -3.3247, 0.8125], [-3.7679, -1.6378, -2.8013], [0.3157, -2.9200, 1.8137], [-3.5890, 4.3686, -0.6957], [4.7228, -4.7058, -2.8219], [4.4666, -2.3200, -3.5107], [-1.9624, 2.3949, -2.5096], [-1.3197, 3.5552, 1.5850], [1.4276, 1.3829, 2.2963], [-2.8419, -1.2218, -2.3888], [-0.4655, -3.5805, 5.0862], [-0.3225, 3.6981, 1.1382], [-4.2786, 2.0301, 2.1807], [-3.7338, -0.2082, -4.7079], [3.3577, -1.7548, -1.7426], [-1.3230, 3.3205, -1.6550], [-2.7669, -1.3590, -0.5682], [-2.4084, -3.1123, -0.2274], [2.4985, -3.8798, 0.7814], [0.7266, -0.3945, -0.5128], [1.1349, -1.7985, 1.9929], [4.0602, -2.6545, -2.5582], [1.5039, 2.1198, -1.9181], [1.3836, -1.3356, 3.2864], [-3.2354, 0.5551, -4.1266], [4.7492, -0.4545, 0.2211], [-0.2591, 2.7440, -0.4141], [2.1521, 2.3416, -0.2549], [1.8485, -0.9639, 0.4847], [-4.8022, -0.0755, -0.2985], [-2.4061, 3.8513, -4.0450], [-2.0614, 1.0838, -2.1093], [6.2673, 1.2606, 1.1592], [-0.9141, -4.4171, 2.7778], [-1.9622, 0.7824, 1.7361], [3.6294, -4.4263, -0.9732], [-2.0261, -1.8324, -2.8006], [5.2101, 1.2861, 1.4107], [-1.3318, 4.3512, -1.9962], [-0.2724, -3.5510, 2.9235], [-3.1397, -3.8237, -0.6397], [2.9810, 0.3634, 1.1533], [2.9515, 3.1221, 3.1798], [-4.3792, 1.1685, 1.7338], [-3.5449, 2.1662, -5.5443], [2.9607, -3.5187, -0.1373], [-3.1377, 1.8777, -4.5729], [-4.6992, 5.2257, -0.1123], [3.6754, -5.4796, -0.6975], [0.4528, 3.3170, 1.8245], [-5.2044, -1.8161, -0.4259], [-2.5117, 2.8071, -3.7591], [-4.5237, 2.6884, 1.4907], [-2.3861, -3.2324, 0.8631], [-4.4887, -1.0892, -0.0114], [-0.1408, 4.7653, 0.9333], [5.3920, 3.0452, 2.6658], [-1.4179, -3.3430, -0.6399], [1.4671, 2.7461, -1.0150], [-0.0228, -3.0787, 4.2175], [-1.0466, 0.3701, 0.3901], [-4.4894, -1.1802, 1.0846], [2.8392, -2.1785, -0.5126]], "total_charge": 1, "gap_ev": [5.5, 5.5], "e_homo_ev": [-10.9, -10.8]}

***

Record 4
{"formula": "C19H15Cl4N2O2Tc", "method": "ωB97M-V/def2-TZVPD", "symbols": ["C", "Cl", "C", "C", "H", "C", "O", "C", "C", "C", "H", "H", "H", "H", "H", "C", "C", "C", "H", "C", "H", "C", "C", "Tc", "Cl", "C", "H", "H", "H", "C", "N", "H", "N", "Cl", "C", "C", "O", "H", "Cl", "C", "H", "H", "C"], "coordinates": [[-2.3793, -2.2104, -0.6316], [0.6290, -0.9682, 4.0452], [4.5634, -0.8026, -1.3182], [3.2275, -0.7967, 3.3232], [-1.5554, -2.8478, -0.2821], [-2.6374, -0.2426, 0.6234], [0.4092, -1.1334, 1.0589], [-2.6478, 3.6787, -2.3588], [3.9998, -0.7653, 1.0135], [-2.2188, 2.4934, -2.9607], [6.0141, -0.7853, 0.2625], [-4.0963, -1.1017, 1.9970], [-3.4410, 4.2547, -2.8067], [-4.5022, -2.0952, -0.2163], [5.2837, -0.8415, -2.1215], [2.6462, -0.7488, 0.6089], [1.8992, -0.8787, 2.9095], [-2.0554, 4.1266, -1.1851], [3.4399, -0.7824, 4.3796], [-0.6698, 2.1162, -1.0746], [-2.4804, -1.8297, 2.0727], [-1.2411, 1.7641, -2.3395], [-3.5813, -2.3871, 0.2899], [0.1636, -0.6077, -0.8225], [5.8804, -0.7722, 2.9645], [4.2601, -0.7739, 2.4098], [2.8850, -0.6971, -2.6573], [-1.8942, 0.3240, 1.1875], [-2.3695, 5.0576, -0.7365], [4.9708, -0.7835, -0.0041], [0.0917, 1.2670, -0.4463], [-3.6866, -3.4121, 0.6361], [2.2511, -0.6950, -0.6978], [-0.3631, 3.9298, 0.8985], [-3.2348, -1.4057, 1.4085], [1.5846, -0.8965, 1.5469], [-1.9965, -0.8309, -0.5276], [-3.4179, 0.4375, 0.2599], [-0.6116, 0.2650, -2.9555], [-1.0727, 3.3852, -0.5586], [-2.5910, -2.4290, -1.6829], [-2.6575, 2.1567, -3.8875], [3.2013, -0.7357, -1.6237]], "multiplicity": 2, "total_charge": 1, "gap_ev": [6.2, 5.9], "e_above_lowest_kcal_mol": 5.5, "e_homo_ev": [-10.6, -10.7]}

***

Record 5
{"formula": "C5H10N3", "method": "ωB97M-V/def2-TZVPD", "symbols": ["H", "N", "H", "H", "N", "H", "H", "H", "C", "C", "H", "C", "H", "H", "C", "N", "H", "C"], "coordinates": [[2.1719, -1.7144, -0.5319], [1.4571, -1.1158, -0.5028], [1.3823, -1.8013, 1.5032], [1.7682, -0.6470, -2.5281], [-1.0204, 0.5235, 0.4876], [-1.8973, 0.9382, 0.6280], [-1.7232, 1.3339, -1.1999], [-0.4906, -0.1785, 3.5350], [0.9250, -1.1391, 0.7269], [0.3454, 0.8691, -1.5591], [-1.4843, -0.5416, -1.1631], [-1.0470, 0.5195, -0.9341], [-1.4606, 0.8319, 2.6688], [0.8775, 1.6401, -1.0057], [-0.3201, -0.2886, 1.3140], [-0.9919, -0.0210, 2.6995], [0.2772, 1.1695, -2.5568], [1.2308, -0.3786, -1.5813]], "smiles": "NC1=C[NH+]=CCCN1", "total_charge": 1, "gap_ev": 7.7, "e_above_lowest_kcal_mol": 93.8, "e_homo_ev": -12.1}

***

Record 6
{"formula": "C40H54AsCoO2PSb", "method": "ωB97M-V/def2-TZVPD", "symbols": ["H", "C", "H", "H", "H", "C", "C", "C", "C", "H", "C", "C", "H", "H", "H", "C", "C", "O", "C", "C", "C", "H", "H", "C", "H", "H", "H", "H", "H", "C", "H", "C", "C", "H", "H", "H", "H", "C", "H", "C", "H", "H", "H", "C", "C", "C", "C", "H", "C", "H", "C", "C", "H", "H", "H", "As", "H", "O", "Sb", "H", "C", "H", "H", "C", "C", "C", "H", "C", "H", "H", "H", "H", "C", "H", "H", "P", "H", "H", "H", "C", "H", "C", "C", "Co", "H", "C", "H", "H", "H", "H", "H", "C", "C", "H", "H", "C", "H", "C", "C", "H"], "coordinates": [[0.0611, -18.7455, 0.6920], [-3.2203, -23.0592, -3.2339], [-9.1546, -17.8943, 4.6769], [-8.4339, -19.1939, 5.5741], [-4.0616, -18.1577, 0.8871], [0.1378, -20.8630, -2.7204], [-6.4075, -23.0049, -2.9824], [-8.2180, -18.4207, 4.8361], [-2.0383, -24.5901, -4.5750], [-8.5961, -20.3939, 2.0424], [-5.8256, -21.8143, -2.4984], [-5.5444, -20.5035, -5.2366], [-2.2588, -19.5322, -7.1810], [2.8265, -24.6405, -2.0318], [-6.9245, -20.6955, 4.4288], [-8.6119, -14.8156, 1.0640], [-7.7500, -18.9727, 3.5103], [-6.6283, -19.6403, 0.2639], [0.2006, -18.7030, -0.4036], [-2.7534, -23.6934, -2.0844], [-3.0893, -20.4875, -5.4210], [-5.5050, -15.4685, 3.8696], [-8.6726, -13.8816, 3.7274], [-1.8858, -24.7202, -2.1407], [0.7807, -23.6059, -2.4354], [-8.0617, -24.2942, -3.0511], [-2.1273, -20.8329, -4.9592], [-10.7500, -15.4123, 2.5124], [-9.5361, -22.6246, -1.7165], [3.8238, -21.3979, -2.1523], [0.4033, -21.4561, 0.5291], [1.6038, -22.9640, -2.3289], [1.4464, -21.5386, -2.3555], [-7.1117, -14.4748, 3.3540], [-9.0372, -15.4060, 0.2564], [0.2188, -20.1326, -3.5916], [-6.5157, -20.5895, -4.6807], [-6.0740, -19.8361, -0.8247], [-8.0537, -15.3819, 4.4737], [-4.8330, -15.7728, 1.3529], [-7.4350, -17.7099, 5.2242], [-10.1279, -16.6246, 3.5323], [-5.2496, -14.7745, 1.7179], [-6.5753, -19.8947, 3.6797], [-8.7182, -15.6318, 2.3237], [-4.3367, -18.1831, 1.9459], [-5.5686, -19.9541, -6.5343], [-9.4083, -20.3043, 3.5177], [-4.2810, -20.8299, -4.7396], [-0.6741, -21.5538, -3.0844], [-0.5994, -21.4694, 0.1180], [-2.9236, -23.5387, -4.4764], [-7.5644, -14.6107, 0.8796], [-1.7639, -24.9705, -5.5764], [4.6146, -20.6244, -2.0020], [-0.8251, -20.0749, -1.1855], [-9.0714, -13.8520, 1.1185], [-4.9868, -19.2749, -1.2363], [-7.2788, -17.4087, 2.1180], [-4.9335, -19.0672, 1.9655], [-1.5120, -25.2196, -3.4433], [-3.0309, -23.2451, -1.1192], [-0.8781, -22.4023, -0.3041], [-7.6736, -23.3551, -2.7098], [-5.1024, -16.8808, 2.3236], [-4.8128, -16.3013, 3.7330], [-4.7860, -17.0114, 4.5755], [-3.1253, -19.8452, -6.6328], [-9.6696, -18.9830, 2.4107], [-4.5627, -19.1296, -8.1197], [-8.4392, -20.8532, -0.4946], [-5.7796, -23.6943, -3.5800], [-7.8852, -21.4138, -1.2526], [-0.8787, -26.1084, -3.5062], [-1.5618, -25.2068, -1.2288], [-4.1827, -21.4917, -3.0976], [-3.7912, -15.9260, 3.7565], [-3.1929, -23.0828, -5.4088], [-6.3513, -20.4143, 2.7789], [-8.4737, -22.5508, -1.8187], [-5.2784, -16.0526, 0.3259], [-6.5767, -21.0146, -1.5395], [2.8316, -23.5509, -2.1912], [-3.2498, -19.7731, -1.7556], [-10.3672, -16.9327, 1.7736], [-8.9175, -19.6910, 2.7663], [1.2833, -18.8303, -0.4767], [-3.4122, -18.2477, 2.5375], [-5.6399, -19.4981, 4.0883], [-3.7313, -15.5580, 1.1883], [4.9387, -23.2644, -1.9577], [2.5807, -20.7864, -2.2479], [-8.1795, -14.8154, 3.5558], [-6.5372, -19.6700, -6.9320], [-0.1181, -17.7036, -0.7643], [-10.0329, -16.1820, 2.5707], [2.6014, -19.6944, -2.2501], [3.9911, -22.7429, -2.1012], [-4.3879, -19.6695, -7.1987], [-1.1642, -21.2797, 1.0213]], "multiplicity": 5, "total_charge": 2, "gap_ev": [8.0, 6.7], "e_homo_ev": [-13.0, -13.3]}

***

| no. | electronic energy (eV) |
| --- | --- |
| 1 | -53704.1367 |
| 2 | -13195.8064 |
| 3 | -68946.0958 |
| 4 | -79302.9422 |
| 5 | -9807.6825 |
| 6 | -160726.4580 |